# 1
# C26H48Cl16F3N5O4PS

A 9-piece molecular cluster, C26H48Cl16F3N5O4PS overall (ωB97M-V with the def2-TZVPD basis set, the OMol25 dataset).

Geometry as XYZ:
```
104
Properties=species:S:1:pos:R:3
C -0.77539 0.01167 0.30575
C -1.32388 1.05176 -0.68163
N -1.27337 2.27096 -0.31458
C -1.95479 0.66234 -2.03859
C -2.78532 -0.60806 -1.85474
C -4.07852 -0.62954 -1.39491
C -5.01781 0.52684 -0.91594
N -4.35556 1.70921 -0.42731
N -4.41048 -2.01409 -1.44661
S -5.93017 -2.69262 -1.03478
O -6.46484 -3.45706 -2.11585
O -6.87344 -1.69390 -0.66038
C -5.67298 -3.77131 0.49496
F -4.58065 -3.31077 1.11195
F -5.56960 -5.04858 0.17113
F -6.74801 -3.61527 1.23687
C -3.36053 -2.73679 -1.86759
C -3.41787 -4.25499 -1.97180
C -2.69452 -4.85835 -3.18586
N -1.72295 -5.63036 -2.93450
N -2.32860 -1.94006 -2.13350
P -0.68629 -2.46957 -2.72310
O 0.45831 -1.33919 -2.43195
O -0.73491 -2.76073 -4.35462
H -0.45951 0.53489 1.22426
H 0.11524 -0.53517 -0.06026
H -1.60010 -0.66278 0.60649
H -1.70285 2.83909 -1.06012
H -2.64508 1.42736 -2.42592
H -1.17040 0.56999 -2.80799
H -5.57626 0.10992 -0.05902
H -5.74255 0.72498 -1.71953
H -3.99913 2.30681 -1.15807
H -3.66594 1.51769 0.28630
H -2.92600 -4.64976 -1.05988
H -4.44025 -4.65987 -1.96907
H -2.95448 -4.62552 -4.23383
H -1.29476 -5.95776 -3.80397
H 0.66473 -0.89533 -3.28452
H -1.65142 -2.70385 -4.67266
Cl -2.00144 5.11785 -0.69720
C -1.41113 5.08893 0.98834
C -1.70245 6.37708 1.71404
Cl -0.73956 7.73597 1.07226
H -0.34562 4.87120 0.96727
H -1.91475 4.26492 1.48302
H -1.44464 6.27691 2.77047
H -2.75417 6.64872 1.64617
Cl 0.54240 -2.58119 0.73067
C 1.77680 -3.42333 -0.24900
C 3.17326 -2.97759 0.10403
Cl 3.47427 -1.28824 -0.38940
H 1.55292 -3.24838 -1.29709
H 1.66724 -4.48927 -0.05167
H 3.90207 -3.59662 -0.41744
H 3.36081 -3.05618 1.16892
Cl 5.82844 -5.68311 1.63343
C 6.65095 -4.69657 2.87058
C 5.81991 -3.51116 3.29206
Cl 5.66293 -2.30598 1.98584
H 7.61461 -4.38759 2.47127
H 6.82841 -5.34473 3.72780
H 6.29324 -3.00634 4.13333
H 4.81854 -3.81189 3.59433
Cl 0.53831 2.60408 -3.40669
C 1.60060 2.77303 -4.82635
C 1.31446 1.72963 -5.87408
Cl 1.77137 0.09698 -5.33062
H 2.63110 2.72752 -4.48065
H 1.42416 3.76444 -5.24164
H 1.89307 1.93872 -6.77259
H 0.26066 1.70992 -6.14360
Cl -3.67230 3.63041 3.39210
C -3.01140 3.65946 5.04811
C -3.22861 4.98892 5.72615
Cl -2.25523 6.30558 5.01094
H -1.95493 3.40358 4.99695
H -3.52596 2.87727 5.60488
H -2.93204 4.91913 6.77186
H -4.27394 5.28764 5.68531
Cl 5.91533 2.30085 2.74154
C 7.23301 1.90550 1.60908
C 7.91893 0.60991 1.96460
Cl 8.84622 0.73279 3.48279
H 7.93242 2.73909 1.60062
H 6.78652 1.82390 0.61853
H 8.62798 0.34086 1.18223
H 7.20582 -0.20357 2.07480
Cl -6.57293 -0.76965 -7.43201
C -7.03795 -2.13620 -6.39022
C -7.38719 -1.69342 -4.99137
Cl -5.96028 -1.09761 -4.09883
H -6.21964 -2.85373 -6.38939
H -7.90493 -2.60741 -6.85144
H -7.78438 -2.53495 -4.42419
H -8.13286 -0.90173 -4.99578
Cl 9.52394 4.90652 7.71148
C 9.92617 3.50006 6.69459
C 8.79861 2.49991 6.63119
Cl 8.53681 1.67987 8.19283
H 10.83676 3.05035 7.08518
H 10.13442 3.88090 5.69510
H 9.03315 1.72494 5.90406
H 7.86265 2.97083 6.33786
```

Properties
- Total charge: +1
- Gap between HOMO and LUMO: 8.21 eV

---

# 2
# C26H48Cl3GaN6O3Si

C26H48Cl3GaN6O3Si as an isolated structure (ωB97M-V with the def2-TZVPD basis set, the OMol25 dataset).

Geometry as XYZ:
```
88
Properties=species:S:1:pos:R:3
C 2.92592 -2.55446 -2.75549
C 2.46984 -1.78690 -3.94547
H 2.43303 -3.53181 -2.68689
H 2.76964 -2.02803 -1.80703
H 4.00979 -2.71974 -2.85958
C 2.44641 -2.27756 -5.20051
C 2.64430 -3.67949 -5.62220
H 2.49432 -1.58439 -6.04541
H 2.07936 -4.41338 -5.04033
H 3.70767 -3.95098 -5.61744
H 2.30574 -3.73480 -6.66035
Ga 2.82575 1.03588 -1.24342
Cl 3.41194 -0.15769 0.41312
Cl 4.18732 2.47028 -2.09903
C 0.95015 2.75378 0.21908
O 0.91426 1.55592 -0.24634
N -0.11074 3.51060 0.56983
C -1.41469 2.96569 0.94947
C 0.05010 4.96457 0.76970
H 1.92547 3.26730 0.34796
H -1.30506 2.19075 1.73187
H -1.93102 2.54393 0.07631
H -2.03613 3.78693 1.33361
H 0.86583 5.17304 1.48607
H -0.89951 5.35814 1.16641
H 0.25107 5.47493 -0.18729
H -0.06146 -5.28045 2.69218
H -0.48628 -3.58705 0.18435
C -1.14676 -5.35562 2.48956
C -1.48265 -4.01983 0.39411
N -1.68081 -4.14174 1.83455
H -1.69246 -5.44505 3.43405
C -2.08050 -3.04077 2.54041
O -2.64426 -2.04945 2.09539
H -2.25043 -3.36103 -0.02496
H -1.77653 -3.14740 3.63296
H -1.35825 -6.19810 1.82120
H -1.53342 -5.02118 -0.05031
O 1.98892 0.08316 -2.49422
C 2.46428 -0.27237 -3.76895
C 0.87890 0.08789 -5.80906
C 1.83415 0.56024 -4.88892
H 0.55747 -0.97407 -5.80165
C 0.37500 0.94886 -6.81026
H 3.53824 0.02218 -3.73345
C 2.36306 1.83885 -5.07052
H -0.37102 0.55295 -7.50603
C 0.84615 2.26559 -6.90031
C 1.87756 2.67535 -6.06416
H 3.19262 2.13796 -4.42849
H 0.39656 2.95295 -7.60672
H 2.31425 3.66053 -6.18088
Si -0.73673 0.04231 -1.77324
Cl 0.08938 -1.63413 -0.78750
C -1.02314 -0.87428 -3.35709
C -0.22294 1.77420 -2.56841
C -2.13773 0.21542 -0.50888
H -0.79522 -0.21968 -4.19575
H -2.10969 -1.01203 -3.23979
H -0.51931 -1.84172 -3.49640
H -2.77232 -0.68105 -0.57057
H -2.66245 1.09613 -0.89190
H -1.76309 0.32481 0.52203
H -0.33029 1.71420 -3.66992
H 0.74453 2.29506 -2.41677
H -0.99544 2.43144 -2.15226
C -0.88440 1.57297 4.39944
N -0.53195 0.14900 4.57279
C -1.78020 -0.58321 4.88452
N -2.49278 -0.07991 6.08688
C -2.78359 1.36799 5.86035
N -1.57296 2.17465 5.58100
C -0.65739 2.01962 6.75120
N -0.26838 0.58831 7.01453
C 0.35832 0.07652 5.78162
C -1.54761 -0.14503 7.23956
H -1.56785 1.64683 3.54689
H 0.04553 2.13163 4.21735
H -1.53018 -1.63417 5.06729
H -2.45065 -0.49474 4.02281
H -3.24435 1.75482 6.77337
H -3.47188 1.45073 5.01452
H 0.25752 2.59756 6.57097
H -1.18146 2.40184 7.63680
H 0.63773 -0.96729 5.94332
H 1.23522 0.69516 5.56742
H -2.05352 0.31447 8.09962
H -1.31390 -1.19338 7.44768
```

Properties
- Energy relative to the best compared isomer or geometry (same formula, charge and spin): 1.6289 eV
- Gap between HOMO and LUMO: 8.44 eV

---

# 3
# C26H48Cl3I2N3NbO4Si

C26H48Cl3I2N3NbO4Si as an isolated structure (ωB97M-V with the def2-TZVPD basis set, the OMol25 dataset).

Geometry as XYZ:
```
88
Properties=species:S:1:pos:R:3
C -0.20645 -5.50313 5.37213
C 0.32520 -4.25742 4.39013
Cl 1.79232 -3.31716 4.98281
C -0.33026 -3.92935 3.10770
Cl -1.77264 -5.05562 2.62926
Nb 0.24957 -2.25095 1.64088
Cl 0.55910 -0.55236 3.39903
C 2.46477 -2.91382 1.65074
C 3.45208 -1.72438 2.19345
O 4.44746 -1.28118 1.41027
C -2.02600 -1.87371 1.42875
C -2.79926 -1.70312 2.86257
O -3.78363 -0.61560 2.92601
Si -5.43923 -1.18119 2.98959
C -5.80199 -2.53063 4.32713
C -6.09716 -1.66519 1.21198
C -6.52134 0.36951 3.52649
C 0.77506 -0.86246 -0.09468
I 1.99199 -1.60744 -1.81999
C 0.37320 0.55652 -0.25574
C -0.47648 1.35057 0.86160
I 0.95961 1.73937 -2.05747
C -0.04479 -3.88549 0.00834
C -0.96281 -3.72566 -1.32116
C -1.08113 -4.94758 -2.35259
N -0.51700 -6.32479 -2.33772
C 0.29138 -6.42717 -1.09240
C 0.61552 -5.37125 0.06879
H 0.01008 -6.56297 4.92169
H -1.35784 -5.34641 5.64512
H 0.36029 -5.47397 6.42189
H 2.86250 -3.24136 0.59920
H 2.49213 -3.90738 2.31269
H 3.29943 -1.28521 3.26728
H -2.47499 -2.86064 0.92687
H -2.27162 -1.01658 0.63707
H -2.06832 -1.53817 3.79166
H -3.33120 -2.74226 3.08887
H -6.93954 -2.67488 4.55571
H -5.43062 -3.56172 3.85311
H -5.13414 -2.39360 5.30558
H -5.94161 -0.72735 0.49973
H -7.23334 -1.95363 1.21001
H -5.44491 -2.54833 0.78123
H -6.01915 0.73744 4.54448
H -6.55935 1.20168 2.70532
H -7.60082 -0.02593 3.84808
H -1.35945 0.80831 1.38025
H -0.93771 2.32083 0.34076
H 0.27132 1.79017 1.68106
H -1.52833 -2.71461 -1.53090
H -1.74875 -4.72750 -3.32074
H 0.78240 -7.50724 -0.93924
H 1.29445 -5.67378 0.98206
C 2.36095 7.04179 0.49644
C 1.68342 5.73873 0.07869
C 0.69926 5.18452 1.13490
O 1.32718 4.55873 2.25742
C 1.79961 5.46400 3.24342
N 2.71686 4.75127 -0.26388
H 3.16619 6.88677 1.21946
H 2.81090 7.53174 -0.37513
H 1.63803 7.73829 0.93314
H 1.10296 5.95455 -0.82654
H 0.10209 4.39836 0.65758
H -0.01039 5.95227 1.46662
H 1.15463 6.34148 3.34374
H 2.82334 5.76557 3.01272
H 1.82362 4.93929 4.20457
H 2.26152 3.92023 -0.64379
H 3.12582 4.42129 0.61561
C 2.75083 0.66807 -6.05629
C 1.95861 1.90166 -6.48309
C 2.37090 2.45607 -7.86654
O 3.60308 3.18248 -7.86923
C 4.76364 2.36592 -7.90463
N 2.07195 2.92788 -5.43694
H 3.75506 0.91284 -5.70019
H 2.24078 0.15633 -5.23161
H 2.84459 -0.04410 -6.88240
H 0.90666 1.59924 -6.55315
H 1.60595 3.17593 -8.18138
H 2.38471 1.66760 -8.62893
H 4.61432 1.45857 -8.49664
H 5.07301 2.11351 -6.88838
H 5.57502 2.94596 -8.35729
H 1.45625 3.70665 -5.67514
H 3.01061 3.33227 -5.50786
```

Properties
- Total charge: -1
- Gap between HOMO and LUMO: 6.39 eV

---

# 4
# C26H48ClFeO3PS

C26H48ClFeO3PS as an isolated structure (ωB97M-V with the def2-TZVPD basis set, the OMol25 dataset).

Geometry as XYZ:
```
81
Properties=species:S:1:pos:R:3
Fe 0.90306 -0.18864 2.18279
P 0.36370 0.15259 -0.29093
Cl 3.00299 0.33891 2.41024
C 0.46126 0.92763 3.76129
H 1.32062 1.48979 4.15925
H -0.46307 1.51294 3.63358
C 1.67456 -0.79545 -1.26116
C 0.44096 1.95626 -0.84210
C 3.06558 -0.21279 -1.02804
H 1.63620 -1.78760 -0.78318
C 4.14417 -1.19266 -1.51238
H 3.16914 0.74214 -1.56337
H 3.22513 0.00446 0.03844
C 3.95461 -1.58057 -2.98462
H 5.13647 -0.75019 -1.36109
H 4.09788 -2.09918 -0.89213
C 2.51153 -1.98582 -3.31215
H 4.25242 -0.73776 -3.62341
H 4.62375 -2.41293 -3.23079
C 1.45904 -1.00938 -2.76356
H 2.38459 -2.08791 -4.39821
H 2.31777 -2.97668 -2.87595
H 1.54007 -0.04996 -3.29354
H 0.46266 -1.40983 -2.98037
C -1.26737 -0.45186 -1.04312
C 0.88475 2.23848 -2.28687
H -0.60878 2.27907 -0.71469
C 0.71098 3.72761 -2.61605
H 1.94059 1.95507 -2.40434
H 0.31502 1.65147 -3.01988
C 1.41605 4.65710 -1.62286
H 1.06938 3.91842 -3.63576
H -0.36407 3.95510 -2.60447
C 1.14246 4.28235 -0.16317
H 2.49807 4.64890 -1.80836
H 1.08038 5.68439 -1.79906
C 1.29940 2.77349 0.11977
H 1.80624 4.84320 0.50443
H 0.11007 4.55515 0.09770
H 2.35461 2.47770 0.01258
H 1.00566 2.56908 1.15995
C -1.37897 -1.97705 -1.07983
H -1.97878 -0.09350 -0.27364
C -2.80453 -2.40168 -1.46244
H -0.66259 -2.39111 -1.80288
H -1.10814 -2.37800 -0.09411
C -3.29042 -1.76877 -2.76876
H -2.85348 -3.49388 -1.52793
H -3.47532 -2.08993 -0.65024
C -3.09889 -0.24833 -2.78582
H -2.75691 -2.21195 -3.61951
H -4.35147 -1.99614 -2.91470
C -1.67677 0.16573 -2.38402
H -3.32435 0.15607 -3.78176
H -3.79438 0.22651 -2.07848
H -0.97842 -0.15884 -3.17024
H -1.63151 1.26097 -2.33682
C 0.50841 -1.95686 1.92462
C 0.36069 -0.52137 4.03695
H 0.75190 -2.29474 0.87932
C -0.92442 -1.02893 4.65595
H 1.24775 -1.01920 4.46518
C -0.97775 -2.55623 4.85822
H -1.02433 -0.57499 5.65800
H -1.77482 -0.67183 4.05473
C -0.94699 -3.33858 3.54499
H -0.14718 -2.87683 5.50929
H -1.91480 -2.79546 5.37962
C 0.39917 -3.15057 2.80387
H -1.06983 -4.40898 3.76848
H -1.77678 -3.03520 2.88566
H 1.22928 -3.08261 3.52919
H 0.59415 -4.05764 2.20545
C -3.88390 1.95091 2.85286
S -2.76878 1.86751 1.44956
O -3.52323 2.17087 0.22963
O -1.70723 2.83764 1.76146
O -2.29760 0.45863 1.53238
H -4.66819 1.20534 2.71199
H -4.31638 2.94988 2.93132
H -3.28279 1.71708 3.73803
```

Properties
- Total charge: -1
- 2S+1: 6
- Gap between HOMO and LUMO (alpha / beta): 6.95 / 8.15 eV

---

# 5
# C26H49B2ClFN3O6S

A 3-piece molecular cluster, C26H49B2ClFN3O6S overall (ωB97M-V with the def2-TZVPD basis set, the OMol25 dataset).

Geometry as XYZ:
```
89
Properties=species:S:1:pos:R:3
C 0.55873 -1.23872 3.16756
C 0.01112 -0.36975 2.55392
N -0.57500 0.66332 1.89244
Cl -2.30319 0.64510 2.24338
C -0.28283 0.64678 0.41687
B -1.62337 0.68646 -0.47852
O -2.15427 -0.51768 -0.93145
O -2.25565 1.84013 -0.80791
C 0.81657 1.70719 0.11360
O 1.78914 1.66437 1.14536
C 0.31501 3.15302 0.09272
C -0.29950 3.69445 1.38829
C 0.12484 5.15452 1.63602
C 1.49842 5.25924 2.34470
C 1.47568 5.97914 3.69326
O 2.07872 7.25693 3.55522
C 2.06680 7.99881 4.75954
C 3.08287 9.13138 4.65485
O 1.39038 1.54232 -1.16229
C 1.94545 0.33115 -1.67500
C 2.98819 -0.36149 -0.76293
C 2.56369 -1.58919 0.04829
F 2.96242 -1.42705 1.38352
C 0.86580 -0.60115 -2.23463
S -0.13482 0.39213 -3.37611
C -0.82042 -0.89803 -4.45416
C -1.44598 -2.08452 -3.72502
B 2.83476 0.79649 -2.95446
C 3.23237 -0.20272 -4.10855
O 3.32700 2.08974 -2.99287
H 1.06906 -1.95689 3.77301
H 0.16242 -0.33734 0.23171
H -2.04292 -1.20446 -0.26440
H -2.93733 1.67386 -1.47039
H 1.98349 0.75286 1.40194
H 1.21928 3.72943 -0.13900
H -0.35182 3.28424 -0.75852
H -1.39045 3.68510 1.28808
H -0.01693 3.08774 2.24788
H 0.20799 5.65433 0.66614
H -0.64050 5.66252 2.22777
H 1.89286 4.25016 2.49928
H 2.21508 5.78395 1.70952
H 0.44055 6.09697 4.04719
H 2.02870 5.41115 4.45462
H 1.06090 8.41815 4.90614
H 2.28345 7.34422 5.61373
H 3.53516 9.35324 5.62373
H 2.62930 10.03889 4.25280
H 3.88179 8.82690 3.97451
H 3.83636 -0.67404 -1.38644
H 3.41288 0.35979 -0.06062
H 1.48731 -1.77383 0.04530
H 3.05654 -2.49590 -0.31365
H 0.19653 -1.01855 -1.48008
H 1.33767 -1.44798 -2.74293
H -0.03631 -1.23545 -5.13803
H -1.58783 -0.38253 -5.03624
H -2.37743 -1.78783 -3.23693
H -1.66708 -2.87980 -4.43811
H -0.78846 -2.49751 -2.95959
H 4.08621 0.19116 -4.66549
H 2.41416 -0.34485 -4.82217
H 3.51216 -1.19454 -3.73640
H 3.91699 2.27595 -2.25427
C -4.28442 -4.47422 -7.21672
C -4.85069 -5.66407 -6.45230
C -4.64013 -5.55025 -4.93780
C -3.21916 -5.48404 -4.59282
N -2.10067 -5.41737 -4.34662
H -3.20420 -4.39777 -7.08451
H -4.48062 -4.57418 -8.28387
H -4.73518 -3.53897 -6.87874
H -4.38986 -6.58657 -6.80977
H -5.92206 -5.74900 -6.64089
H -5.07396 -6.40715 -4.42085
H -5.12419 -4.65034 -4.55291
C -2.10422 -5.78092 5.57828
C -1.15376 -5.49311 4.42333
C 0.28976 -5.26139 4.88509
C 0.39004 -4.11229 5.78734
N 0.44808 -3.19745 6.47721
H -2.15722 -4.93582 6.26579
H -3.11158 -5.97056 5.20837
H -1.78313 -6.65836 6.14304
H -1.49699 -4.61570 3.87178
H -1.15627 -6.33101 3.72400
H 0.94210 -5.07704 4.03006
H 0.67047 -6.14042 5.40878
```

Properties
- SMILES: C#CN(Cl)[C@@H](B(O)O)[C@](O)(CCCCCOCC)O[C@@](CCF)(CSCC)B(C)O.CCCC#N.CCCC#N
- Gap between HOMO and LUMO: 8.89 eV

---

Q: Which max |F| values were calculated for the entries above? A: 5.005 3.254 7.827 4.660 0.996, in eV Å⁻¹.
Q: Which energy values were calculated for the entries above? A: -272010.4036 -140647.0529 -103585.3307 -100917.7332 -71939.3363, in eV.
Q: Which molecular weight values were calculated for the entries above? A: 1181.98 696.88 947.85 563.01 607.83, in g mol⁻¹.